(1)
C2H6N2O2 | ωB97M-V/def2-TZVPD

Its relative energy (zero: lowest compared OMol25 entry of this formula, charge and spin) is 162.2 kcal per mole. As for the LUMO energy: 0.546 eV. The HOMO energy comes out at -9.97 eV. Its electronic energy is -9240.282 eV. The HOMO-LUMO gap is 10.52 eV.

The geometry in ORCA input format:
```
! RIJCOSX wB97M-V def2-TZVPD def2/J DEFGRID3
* xyz 0 1
C 0.22262 -1.20022 -0.37223
C -1.24980 0.58074 0.11055
H 1.34003 -1.18380 -0.56793
H 0.44519 -1.83288 0.58990
H -0.60283 -1.18641 -1.42924
H -1.80015 0.14458 1.02352
H -1.25861 1.64849 -0.10645
H -1.73955 -0.00598 -0.85642
N 0.11953 0.19012 -0.07706
N 1.20412 0.80616 0.41945
O 0.99969 1.78408 1.09930
O 2.31976 0.25512 0.16661
*
```


(2)
C2H6N2O2 | ωB97M-V/def2-TZVPD

Its relative energy (zero: lowest compared OMol25 entry of this formula, charge and spin) is 151.5 kcal per mole. As for the LUMO energy (spin up / spin down): -0.895 / -0.731 eV. The HOMO energy (spin up / spin down) comes out at -8.85 / -9.68 eV. Its electronic energy is -9240.747 eV. The HOMO-LUMO gap (spin up / spin down) is 7.95 / 8.95 eV.

The geometry in ORCA input format:
```
! RIJCOSX wB97M-V def2-TZVPD def2/J DEFGRID3
* xyz 0 1
C 1.97230 -0.13426 -0.00022
N -1.42640 0.82134 -0.03528
C 0.56892 0.12439 -0.38479
O -1.15410 -1.29165 -0.06607
O -2.23500 1.25930 0.95510
N -0.21241 0.80724 0.43439
H -3.10579 1.29040 0.53039
H -1.64213 -2.10386 -0.28475
H 0.23339 -0.13982 -1.38051
H 2.18157 -1.20302 -0.08778
H 2.64730 0.37500 -0.69793
H 2.17234 0.19493 1.01747
*
```


(3)
C2H6N2O2 | ωB97M-V/def2-TZVPD

Its relative energy (zero: lowest compared OMol25 entry of this formula, charge and spin) is 190.5 kcal per mole. As for the LUMO energy: 0.540 eV. The HOMO energy comes out at -8.47 eV. Its electronic energy is -9239.057 eV. The HOMO-LUMO gap is 9.01 eV.

The geometry in ORCA input format:
```
! RIJCOSX wB97M-V def2-TZVPD def2/J DEFGRID3
* xyz 0 1
C -0.52968 -1.27707 0.15018
C -0.02256 0.08362 0.10695
H 0.14923 -1.96488 0.49374
H -1.41216 -1.19176 0.85174
H -0.65243 -1.54042 -0.85603
H 1.04195 1.34894 -1.54236
H -1.43207 1.23420 -1.82518
H 0.15449 0.16257 2.93408
N 0.30904 0.62073 -1.19065
N 0.55948 0.58361 1.11902
O -0.54063 0.72256 -2.10977
O 0.46372 -0.63735 1.97260
*
```


(4)
C2H6N2O2 | ωB97M-V/def2-TZVPD

Its relative energy (zero: lowest compared OMol25 entry of this formula, charge and spin) is 149.6 kcal per mole. As for the LUMO energy: -0.620 eV. The HOMO energy comes out at -8.91 eV. Its electronic energy is -9240.831 eV. The HOMO-LUMO gap is 8.29 eV.

The geometry in ORCA input format:
```
! RIJCOSX wB97M-V def2-TZVPD def2/J DEFGRID3
* xyz 0 1
C -0.18501 -0.50217 -1.31086
N 0.66253 0.36650 -0.55108
C 0.62661 0.45584 0.79537
O -0.27840 1.89866 -0.17862
O -0.69763 -1.37572 1.21275
N 0.14013 -0.37475 1.69388
H 0.32265 2.63120 -0.38376
H -0.74379 -1.99202 1.95538
H 1.35480 1.11988 1.24622
H -0.04840 -1.52628 -0.94174
H 0.09115 -0.42670 -2.36215
H -1.24464 -0.27446 -1.17539
*
```


(5)
C2H6N2O2S | ωB97M-V/def2-TZVPD

Its relative energy (zero: lowest compared OMol25 entry of this formula, charge and spin) is 51.7 kcal per mole. As for the LUMO energy (spin up / spin down): 0.651 / -2.105 eV. The HOMO energy (spin up / spin down) comes out at -4.48 / -10.14 eV. Its electronic energy is -20076.948 eV. The HOMO-LUMO gap (spin up / spin down) is 5.14 / 8.03 eV.

The geometry in ORCA input format:
```
! RIJCOSX wB97M-V def2-TZVPD def2/J DEFGRID3
* xyz 0 3
C -0.80505 -0.81739 0.16537
C -0.13161 0.51174 0.46636
N 2.20685 -1.05630 -0.20791
N -0.84894 1.66331 0.01226
O -1.44386 -0.79524 -0.95969
O -0.66348 -1.81527 0.82897
S 1.41209 0.42762 -0.60696
H 0.26797 0.62432 1.54267
H 2.38375 -1.69824 -0.97124
H 1.62759 -1.51546 0.45923
H -1.75698 1.95383 0.37980
H -1.97665 -0.02503 -1.23443
H -0.27166 2.54210 0.12558
*
```


(6)
C2H6N2O3 | ωB97M-V/def2-TZVPD

Its relative energy (zero: lowest compared OMol25 entry of this formula, charge and spin) is 243.1 kcal per mole. As for the LUMO energy: 1.012 eV. The HOMO energy comes out at -9.65 eV. Its electronic energy is -11284.787 eV. The HOMO-LUMO gap is 10.66 eV.

The geometry in ORCA input format:
```
! RIJCOSX wB97M-V def2-TZVPD def2/J DEFGRID3
* xyz 0 1
C 0.09034 1.11419 1.12135
C 0.97343 0.33323 0.12705
N -1.00937 -0.19979 -1.24627
N 0.32622 -0.34887 -0.98160
O -1.70305 -1.09953 -0.43850
O 0.44951 -1.74235 -0.86276
O -0.76654 -2.23893 -0.28396
H -0.44987 2.00945 0.82054
H 0.80291 1.60895 1.84881
H -0.54681 0.40843 1.78502
H 1.55835 -0.41403 0.66261
H 1.53562 1.22124 -0.40115
H -1.26076 -0.65198 -2.15114
*
```


(7)
C2H6N2O4 | ωB97M-V/def2-TZVPD

Its relative energy (zero: lowest compared OMol25 entry of this formula, charge and spin) is 174.7 kcal per mole. As for the LUMO energy: -0.312 eV. The HOMO energy comes out at -10.90 eV. Its electronic energy is -13335.236 eV. The HOMO-LUMO gap is 10.59 eV.

The geometry in ORCA input format:
```
! RIJCOSX wB97M-V def2-TZVPD def2/J DEFGRID3
* xyz 0 1
C -1.07024 -1.32420 1.49283
N -1.76277 -0.40021 2.53156
O -1.55839 -0.63672 3.75131
O -2.54186 0.49634 2.04635
H -1.06716 -0.96291 0.46445
H -1.48211 -2.33024 1.57249
H -0.02823 -1.29180 1.81104
C 1.79634 1.30050 -2.26365
N 0.85297 0.43704 -1.50327
O 1.22713 0.08030 -0.38843
O -0.27528 0.22020 -1.96575
H 2.66661 1.66300 -1.71654
H 1.19658 2.08702 -2.72164
H 2.04637 0.66169 -3.11071
*
```


(8)
C2H6N2OS | ωB97M-V/def2-TZVPD

Its relative energy (zero: lowest compared OMol25 entry of this formula, charge and spin) is 168.9 kcal per mole. As for the LUMO energy: -0.627 eV. The HOMO energy comes out at -8.64 eV. Its electronic energy is -18027.480 eV. The HOMO-LUMO gap is 8.01 eV.

The geometry in ORCA input format:
```
! RIJCOSX wB97M-V def2-TZVPD def2/J DEFGRID3
* xyz 0 1
C 1.94538 -0.40738 0.07321
C -0.57629 -0.65984 -0.29277
H 2.00020 0.08083 -0.90089
H 2.80973 -1.15603 0.32950
H 1.83208 0.30043 0.80725
H 0.11851 1.26984 0.65584
H -2.30349 -0.04072 0.57839
H -2.14520 1.30737 -0.84247
N -0.57108 0.67674 -0.44965
N -1.88081 1.37979 0.18274
O 0.73706 -1.17237 -0.12473
S -1.96609 -1.57868 -0.01645
*
```


(9)
C2H6N2OS2 | ωB97M-V/def2-TZVPD

Its relative energy (zero: lowest compared OMol25 entry of this formula, charge and spin) is 181.6 kcal per mole. As for the LUMO energy: -0.005 eV. The HOMO energy comes out at -8.50 eV. Its electronic energy is -28861.294 eV. The HOMO-LUMO gap is 8.50 eV.

The geometry in ORCA input format:
```
! RIJCOSX wB97M-V def2-TZVPD def2/J DEFGRID3
* xyz 0 1
C -1.80960 -1.14789 -0.27312
C 0.42158 0.52232 -0.27187
H -0.81846 -1.93856 0.37609
H -2.25219 -1.68034 -1.64050
H -2.68086 -0.71082 0.61566
H 1.13000 -0.57088 -1.72700
H 2.76534 0.35106 0.29202
H 0.06237 1.85094 2.86666
N 1.35883 0.24993 -1.18050
N 0.73476 0.55023 1.02967
O 2.76002 0.73754 -0.84001
S -1.00038 0.36829 -1.09415
S -0.67141 1.41816 1.84705
*
```


(10)
C2H6N2S | ωB97M-V/def2-TZVPD

Its relative energy (zero: lowest compared OMol25 entry of this formula, charge and spin) is 42.2 kcal per mole. As for the LUMO energy: 0.595 eV. The HOMO energy comes out at -9.02 eV. Its electronic energy is -15984.968 eV. The HOMO-LUMO gap is 9.62 eV.

The geometry in ORCA input format:
```
! RIJCOSX wB97M-V def2-TZVPD def2/J DEFGRID3
* xyz 0 1
C -1.71414 -0.01897 0.23444
C 1.07752 -0.36765 0.05211
H -1.57432 0.74983 -0.61685
H -2.67924 -0.44563 0.64274
H -1.39794 0.54228 1.03499
H 1.73350 1.53439 -0.34754
H -0.05359 1.23643 -0.83695
H 1.87396 -1.95725 0.13234
N 0.93287 0.97007 -0.20198
N 2.19862 -0.95845 0.21527
S -0.39727 -1.28507 -0.30857
*
```


(11)
C2H6N2S | ωB97M-V/def2-TZVPD

Its relative energy (zero: lowest compared OMol25 entry of this formula, charge and spin) is 33.4 kcal per mole. As for the LUMO energy: 0.552 eV. The HOMO energy comes out at -9.57 eV. Its electronic energy is -15985.352 eV. The HOMO-LUMO gap is 10.12 eV.

The geometry in ORCA input format:
```
! RIJCOSX wB97M-V def2-TZVPD def2/J DEFGRID3
* xyz 0 1
C -0.62317 1.24998 -0.17626
C -0.61526 -0.26628 -0.07351
H -0.03157 1.65274 -0.94386
H 0.15232 1.61780 0.63244
H -1.59328 1.55188 -0.08291
H -1.27758 -2.01516 -0.01545
H 0.52386 -1.85907 -0.09159
H 2.24879 0.16879 1.19314
N -1.65129 -0.98669 0.04667
N 0.60734 -0.89473 -0.38219
S 2.25984 -0.21924 -0.10647
*
```


(12)
C2H6N2S | ωB97M-V/def2-TZVPD

Its relative energy (zero: lowest compared OMol25 entry of this formula, charge and spin) is 24.8 kcal per mole. As for the LUMO energy: 0.726 eV. The HOMO energy comes out at -8.32 eV. Its electronic energy is -15985.723 eV. The HOMO-LUMO gap is 9.05 eV.

The geometry in ORCA input format:
```
! RIJCOSX wB97M-V def2-TZVPD def2/J DEFGRID3
* xyz 0 1
C -0.15432 1.61070 0.01671
C 0.14638 0.14578 0.01901
H 0.49700 2.10036 -0.71202
H 0.12908 1.99959 0.98766
H -1.20997 1.86818 -0.16357
H -0.59320 -1.71039 -0.17849
H -2.63540 -0.42387 0.81274
H -2.31812 0.39880 -0.62649
N -0.85736 -0.76678 0.09335
N -2.17635 -0.46370 -0.10516
S 1.71339 -0.38489 -0.01572
*
```


(13)
C2H6N2S | ωB97M-V/def2-TZVPD

Its relative energy (zero: lowest compared OMol25 entry of this formula, charge and spin) is 19.1 kcal per mole. As for the LUMO energy: 0.923 eV. The HOMO energy comes out at -9.17 eV. Its electronic energy is -15985.971 eV. The HOMO-LUMO gap is 10.10 eV.

The geometry in ORCA input format:
```
! RIJCOSX wB97M-V def2-TZVPD def2/J DEFGRID3
* xyz 0 1
C -2.02266 0.43962 0.09761
C 1.54898 -0.13878 -0.30372
H -2.34703 0.42712 1.18666
H -1.58271 1.38038 -0.26611
H -2.99008 0.21944 -0.38600
H 0.67718 -1.16063 1.24031
H 1.17418 0.46814 -1.13697
H 3.35658 0.24105 -0.63553
N 0.45128 -0.67402 0.40072
N 2.74366 -0.22723 0.09375
S -1.00940 -0.97509 -0.29071
*
```


(14)
C2H6N2S | ωB97M-V/def2-TZVPD

Its relative energy (zero: lowest compared OMol25 entry of this formula, charge and spin) is 43.6 kcal per mole. As for the LUMO energy: 0.938 eV. The HOMO energy comes out at -8.75 eV. Its electronic energy is -15984.906 eV. The HOMO-LUMO gap is 9.69 eV.

The geometry in ORCA input format:
```
! RIJCOSX wB97M-V def2-TZVPD def2/J DEFGRID3
* xyz 0 1
C 0.31335 0.26815 0.12089
C -0.00272 -0.87639 0.97332
H 1.01068 0.89180 -2.89402
H 0.17146 1.94875 -1.94202
H -0.13442 1.18147 0.50067
H 0.17555 -0.68649 2.01925
H 0.42942 -1.78511 0.48881
H -1.65981 -1.25614 2.55152
N 0.83475 1.18507 -1.93456
N 0.67931 0.18923 -1.07859
S -1.81758 -1.06035 1.19472
*
```


(15)
C2H6N2S2 | ωB97M-V/def2-TZVPD

Its relative energy (zero: lowest compared OMol25 entry of this formula, charge and spin) is 76.0 kcal per mole. As for the LUMO energy: 0.074 eV. The HOMO energy comes out at -8.36 eV. Its electronic energy is -26818.517 eV. The HOMO-LUMO gap is 8.44 eV.

The geometry in ORCA input format:
```
! RIJCOSX wB97M-V def2-TZVPD def2/J DEFGRID3
* xyz 0 1
C -0.98619 0.34869 0.07244
C 0.48624 0.52960 -0.03338
H -2.16947 -0.86528 0.81436
H -2.25528 -1.23235 -0.94911
H -1.20049 1.21564 -0.60218
H -0.99741 0.56226 1.07398
H 0.59044 -1.54618 -0.11317
H 3.16208 1.17756 0.02630
N -1.60769 -1.03453 -0.07979
N 1.17085 -0.60244 -0.14169
S 0.94080 2.10264 -0.06846
S 2.86612 -0.65561 0.00069
*
```


(16)
C2H6N2Si | ωB97M-V/def2-TZVPD

Its relative energy (zero: lowest compared OMol25 entry of this formula, charge and spin) is 0.0 kcal per mole. As for the LUMO energy (spin up / spin down): 0.977 / -0.792 eV. The HOMO energy (spin up / spin down) comes out at -6.25 / -10.53 eV. Its electronic energy is -13024.873 eV. The HOMO-LUMO gap (spin up / spin down) is 7.22 / 9.74 eV.

The geometry in ORCA input format:
```
! RIJCOSX wB97M-V def2-TZVPD def2/J DEFGRID3
* xyz 0 3
C 1.72672 -0.23010 -0.01379
C 0.50700 0.70396 0.19424
N 1.63756 -1.43660 0.08167
N -0.74494 0.34143 -0.53573
Si -1.77157 -0.76180 0.11455
H 2.66080 0.28110 -0.37627
H 0.29877 0.62256 1.23357
H 0.64340 1.73946 -0.02242
H -0.41677 0.20896 -1.54105
H -2.92291 -0.94467 -0.75624
H -1.61806 -0.52430 1.62146
*
```


(17)
C2H6N3 | ωB97M-V/def2-TZVPD

Its relative energy (zero: lowest compared OMol25 entry of this formula, charge and spin) is 116.0 kcal per mole. As for the LUMO energy (spin up / spin down): -5.234 / -5.234 eV. The HOMO energy (spin up / spin down) comes out at -14.08 / -14.08 eV. Its electronic energy is -6630.058 eV. The HOMO-LUMO gap (spin up / spin down) is 8.85 / 8.85 eV.

The geometry in ORCA input format:
```
! RIJCOSX wB97M-V def2-TZVPD def2/J DEFGRID3
* xyz 1 1
C -2.35394 0.16603 0.24197
C 0.19042 -0.74849 0.21404
N -1.20091 -0.39925 -0.06437
N 1.07055 0.11923 0.00354
N 2.38388 0.07258 0.17842
H -3.05834 0.07326 -0.56469
H -2.34704 0.83424 1.10693
H -1.25556 -1.05485 -0.84775
H 0.82717 1.21192 -0.19262
H 2.81195 -0.91261 0.38209
H 2.93182 0.63794 -0.45756
*
```


(18)
C2H6N3O | ωB97M-V/def2-TZVPD

Its relative energy (zero: lowest compared OMol25 entry of this formula, charge and spin) is 69.7 kcal per mole. As for the LUMO energy: -5.252 eV. The HOMO energy comes out at -14.36 eV. Its electronic energy is -8680.195 eV. The HOMO-LUMO gap is 9.11 eV.

The geometry in ORCA input format:
```
! RIJCOSX wB97M-V def2-TZVPD def2/J DEFGRID3
* xyz 1 1
C 0.08448 0.93117 0.64036
C 0.11890 -1.30634 -1.46727
N 0.91445 -0.03647 0.44483
N -1.26721 0.73800 0.61884
N 0.84525 -1.04861 -0.41450
O 0.46061 2.02431 1.29380
H -0.49851 -0.54240 -1.91808
H 0.13912 -2.30465 -1.84457
H -1.50705 0.05963 -0.11661
H -2.01912 1.19337 1.14457
H 1.27649 2.01305 1.75129
H 1.45260 -1.72105 -0.13267
*
```


(19)
C2H6N3O2 | ωB97M-V/def2-TZVPD

Its relative energy (zero: lowest compared OMol25 entry of this formula, charge and spin) is 21.5 kcal per mole. As for the LUMO energy: 4.138 eV. The HOMO energy comes out at -4.04 eV. Its electronic energy is -10738.319 eV. The HOMO-LUMO gap is 8.18 eV.

The geometry in ORCA input format:
```
! RIJCOSX wB97M-V def2-TZVPD def2/J DEFGRID3
* xyz -1 1
N -0.44520 -1.64746 0.78829
C -1.39195 -1.23825 1.74051
N -1.56388 -0.01220 2.10318
H 0.13941 -0.89609 0.34892
H -0.36269 -2.64466 0.52702
H -2.02306 -2.05703 2.12860
H -2.09284 0.07477 2.97210
N 1.41947 1.78611 -1.72122
C 0.78889 0.69235 -1.15804
O -0.20476 0.11665 -1.71528
O 1.27498 0.35391 -0.01205
H 2.17780 2.12098 -1.15562
H 1.34523 2.02782 -2.68893
*
```


(20)
C2H6N3O2 | ωB97M-V/def2-TZVPD

Its relative energy (zero: lowest compared OMol25 entry of this formula, charge and spin) is 97.0 kcal per mole. As for the LUMO energy: -4.326 eV. The HOMO energy comes out at -12.90 eV. Its electronic energy is -10724.740 eV. The HOMO-LUMO gap is 8.57 eV.

The geometry in ORCA input format:
```
! RIJCOSX wB97M-V def2-TZVPD def2/J DEFGRID3
* xyz 1 1
C 0.32465 1.69341 -0.25639
C -0.29104 -1.13875 0.60879
N -0.39639 1.10212 0.76554
N 0.99832 1.01055 -1.10353
N -0.62349 -2.31719 0.04027
O -1.06540 -0.03896 0.49419
O 0.89231 -0.23732 -1.32248
H 0.52985 2.76141 -0.00894
H 0.56845 -0.95801 1.31462
H -0.77113 1.69642 1.47657
H 1.42619 1.73100 -1.75919
H -0.08733 -3.22243 0.13592
H -1.50499 -2.08225 -0.38537
*
```